1.
Computed, not measured: C6H11IO3 in the gas phase at a distorted geometry, with ωB97M-V with the def2-TZVPD basis set.

Geometry (Å):
C  -1.464  -0.660  0.239
C  -1.476  0.649  1.197
C  -0.084  -0.588  -0.353
C  -0.043  0.936  -0.715
C  1.252  -2.121  0.918
C  1.345  1.693  -0.732
O  -0.825  1.597  0.328
O  -0.678  1.024  -1.966
O  0.927  -0.874  0.536
I  2.377  1.126  -2.415
H  -1.686  -1.576  0.783
H  -2.186  -0.275  -0.574
H  -2.502  1.115  1.535
H  -0.866  0.500  2.061
H  0.133  -1.015  -1.319
H  1.787  -2.005  1.800
H  1.884  -2.634  0.085
H  0.448  -2.885  1.099
H  1.992  1.501  0.195
H  1.173  2.820  -0.738
H  -1.509  1.672  -1.964

Properties
LUMO energy (alpha / beta) = 0.688 / -3.117 eV
2S+1 = 3
frontier orbital gap (alpha / beta) = 5.0 / 6.5 eV
electronic energy = -758.38217 Ha

---

2.
Computed, not measured: C10H14BrISi in the gas phase at a distorted geometry, with ωB97M-V with the def2-TZVPD basis set.

Geometry (Å):
C  -1.169  4.396  0.309
C  -2.425  3.979  0.011
C  -0.255  3.401  0.614
C  -2.839  2.627  -0.009
C  -0.632  2.051  0.624
C  -1.897  1.599  0.250
C  2.757  -1.848  0.323
C  1.443  -2.094  -0.456
C  0.258  -1.474  0.372
C  -0.951  -1.287  -0.555
Si  -2.251  -0.202  0.231
Br  -2.664  -1.104  2.274
I  -4.594  -0.665  -0.999
H  -0.838  5.364  0.323
H  -3.259  4.648  -0.147
H  0.774  3.555  0.897
H  -3.998  2.392  0.156
H  0.186  1.362  0.524
H  2.565  -0.749  0.702
H  3.165  -2.496  1.140
H  3.531  -1.638  -0.409
H  1.093  -3.088  -0.590
H  1.621  -1.543  -1.344
H  -0.058  -2.011  1.187
H  0.548  -0.532  0.653
H  -1.392  -2.236  -0.745
H  -0.832  -0.876  -1.616

Properties
LUMO energy = 0.320 eV
2S+1 = 1
ΔE to the lowest compared entry with this formula, charge and spin = 0.0 kcal per mole
frontier orbital gap = 9.6 eV
electronic energy = -3550.68060 Ha

---

3.
Computed, not measured: C3H7N3S in the gas phase at a distorted geometry, with ωB97M-V with the def2-TZVPD basis set.

Geometry (Å):
C  0.277  0.448  -0.062
C  -0.121  1.351  1.005
C  0.928  1.620  1.908
H  1.679  0.206  -2.618
H  2.859  -0.579  -1.687
H  -0.016  -1.100  -1.233
H  -1.251  -1.610  1.297
H  -1.104  1.556  1.277
H  2.049  1.286  1.664
H  0.941  2.381  2.844
N  1.732  -0.331  -1.684
N  1.422  0.583  -0.557
N  -0.609  -0.421  -0.639
S  -1.843  -1.342  0.094

Properties
LUMO energy = 0.706 eV
2S+1 = 1
ΔE to the lowest compared entry with this formula, charge and spin = 93.8 kcal per mole
frontier orbital gap = 9.4 eV
electronic energy = -680.83271 Ha

---

4.
Computed, not measured: a molecular structure, C18H16FeN6O2, with ωB97M-V with the def2-TZVPD basis set.

Geometry (Å):
Fe  -0.744  0.013  0.245
C  -1.546  -1.156  4.683
O  -1.277  -2.123  3.641
C  -1.050  -1.613  2.448
O  -1.022  -0.412  2.204
N  -0.812  -2.556  1.505
N  -0.657  -2.097  0.190
H  -1.743  -1.748  5.569
H  -2.409  -0.552  4.416
H  -0.676  -0.520  4.825
H  -0.798  -3.535  1.733
H  -1.329  -2.559  -0.416
H  0.286  -2.262  -0.149
N  -0.714  0.413  -1.762
C  0.263  -0.217  -2.604
C  -0.143  -0.764  -3.814
C  0.773  -1.381  -4.649
C  2.103  -1.440  -4.264
C  2.497  -0.901  -3.050
C  1.595  -0.280  -2.182
C  2.046  0.209  -0.847
C  3.351  0.698  -0.738
C  3.907  0.976  0.498
C  3.161  0.731  1.640
C  1.852  0.286  1.527
C  1.223  0.051  0.294
H  -1.617  0.386  -2.227
H  -0.506  1.404  -1.634
H  -1.185  -0.689  -4.108
H  0.449  -1.804  -5.591
H  2.835  -1.918  -4.903
H  3.530  -0.992  -2.741
H  3.934  0.872  -1.634
H  4.914  1.370  0.566
H  3.590  0.916  2.618
H  1.288  0.155  2.444
N  -1.642  1.809  0.428
C  -2.544  2.505  0.667
C  -3.626  3.320  0.909
C  -3.705  4.046  2.121
N  -3.753  4.629  3.115
C  -4.646  3.362  -0.071
N  -5.450  3.368  -0.900

Properties
LUMO energy (alpha / beta) = -0.339 / -0.352 eV
2S+1 = 1
frontier orbital gap (alpha / beta) = 7.3 / 7.3 eV
electronic energy = -2438.18699 Ha

---

5.
Computed, not measured: 2 unconnected molecules or ions with the total composition C11H15IN at a distorted geometry, with ωB97M-V with the def2-TZVPD basis set.

Geometry (Å):
C  -2.496  2.600  -0.583
C  -1.976  2.698  0.674
C  -2.040  1.595  -1.554
C  -1.053  1.838  1.084
C  -1.037  0.740  -1.146
C  -0.489  0.865  0.114
C  -0.676  -0.463  -1.936
C  -0.699  -1.563  -0.925
C  0.404  -0.174  0.671
C  1.268  0.174  1.819
C  0.889  -2.478  0.836
N  0.278  -1.371  0.170
I  6.130  -0.548  -0.357
H  -3.367  3.191  -0.815
H  -2.401  3.445  1.339
H  -2.417  1.670  -2.513
H  -0.546  1.828  2.039
H  -1.367  -0.681  -2.687
H  0.311  -0.398  -2.365
H  -1.817  -1.661  -0.467
H  -0.594  -2.497  -1.437
H  0.799  -0.140  2.821
H  1.612  1.232  1.957
H  2.271  -0.206  1.874
H  0.303  -2.660  1.791
H  0.765  -3.325  0.030
H  1.951  -2.328  1.220
H  5.994  -1.382  -1.653

Properties
LUMO energy = -4.276 eV
2S+1 = 1
ΔE to the lowest compared entry with this formula, charge and spin = 41.7 kcal per mole
charge = +1
frontier orbital gap = 8.1 eV
electronic energy = -780.31556 Ha

---

6.
Computed, not measured: C20H25N3O2 in the gas phase, with ωB97M-V with the def2-TZVPD basis set.

Geometry (Å):
C  0.445  2.735  -5.005
H  -0.441  3.216  -4.590
O  0.777  1.708  -4.105
C  1.876  0.923  -4.391
C  2.685  1.073  -5.502
C  3.769  0.227  -5.692
C  4.044  -0.766  -4.774
C  3.241  -0.927  -3.656
C  2.154  -0.091  -3.452
N  1.295  -0.170  -2.358
C  1.314  -1.067  -1.322
O  2.134  -1.960  -1.219
N  0.291  -0.934  -0.412
C  -0.554  0.222  -0.201
H  -0.668  0.824  -1.102
C  0.029  1.089  0.933
N  0.252  0.364  2.162
C  -0.771  0.403  3.172
H  -1.010  1.456  3.354
C  -2.096  -0.353  2.906
C  -2.998  -0.199  4.093
C  -3.879  0.872  4.180
C  -4.679  1.040  5.295
C  -4.607  0.139  6.344
C  -3.730  -0.930  6.269
C  -2.931  -1.096  5.153
H  -2.250  -1.934  5.099
H  -3.670  -1.637  7.084
H  -5.232  0.269  7.215
H  -5.362  1.876  5.346
H  -3.941  1.577  3.363
H  -1.883  -1.409  2.737
H  -2.580  0.060  2.019
H  -0.331  0.004  4.092
C  0.954  -0.882  1.942
C  0.378  -1.733  0.798
H  1.036  -2.579  0.596
H  -0.623  -2.100  1.038
H  0.963  -1.456  2.869
H  1.990  -0.635  1.679
H  -0.627  1.938  1.132
H  1.000  1.473  0.594
H  -1.546  -0.150  0.077
H  0.554  0.512  -2.408
H  3.444  -1.699  -2.934
H  4.887  -1.424  -4.921
H  4.392  0.355  -6.564
H  2.485  1.844  -6.230
H  0.209  2.339  -5.997
H  1.250  3.472  -5.088

Properties
LUMO energy = 0.646 eV
2S+1 = 1
ΔE to the lowest compared entry with this formula, charge and spin = 35.2 kcal per mole
frontier orbital gap = 8.4 eV
electronic energy = -1091.87205 Ha

---

7.
Computed, not measured: 6 unconnected molecules or ions with the total composition C6H24O6, with ωB97M-V with the def2-TZVPD basis set.

Geometry (Å):
C  4.226  23.137  10.719
C  3.796  22.110  11.764
C  2.429  21.524  11.462
O  4.790  21.068  11.861
H  3.517  23.958  10.632
H  4.285  22.637  9.746
H  5.213  23.536  10.955
H  3.766  22.564  12.756
H  2.161  20.771  12.205
H  2.421  21.031  10.486
H  1.684  22.318  11.488
H  4.771  20.551  11.046
C  4.583  19.135  16.549
C  5.122  19.698  15.264
C  6.285  18.883  14.711
O  4.032  19.722  14.335
H  4.418  18.060  16.462
H  3.639  19.622  16.795
H  5.283  19.304  17.369
H  5.461  20.728  15.447
H  6.470  19.125  13.668
H  6.033  17.817  14.778
H  7.182  19.006  15.321
H  4.310  20.247  13.573
O  8.940  21.216  14.564
H  8.466  21.256  13.713
H  8.929  22.119  14.893
O  8.558  19.989  8.996
H  8.300  20.853  9.339
H  8.714  20.131  8.058
O  7.604  21.456  12.077
H  6.635  21.407  12.042
H  7.856  22.114  11.423
O  8.207  23.033  9.413
H  8.561  23.818  9.843
H  7.889  23.339  8.558

Properties
LUMO energy = -0.087 eV
2S+1 = 1
ΔE to the lowest compared entry with this formula, charge and spin = 8.4 kcal per mole
frontier orbital gap = 9.5 eV
electronic energy = -694.43905 Ha